1.
{"formula": "C15H21BrO4S", "method": "ωB97M-V with the def2-TZVPD basis set", "elements": ["C", "C", "C", "C", "C", "C", "C", "C", "C", "O", "C", "C", "C", "O", "S", "O", "O", "C", "Br", "C", "C", "H", "H", "H", "H", "H", "H", "H", "H", "H", "H", "H", "H", "H", "H", "H", "H", "H", "H", "H", "H", "H"], "coordinates": [[-3.57, 0.88, -3.23], [-2.86, 0.06, -2.18], [-3.26, -1.24, -1.94], [-2.60, -1.93, -0.95], [-1.58, -1.38, -0.20], [-0.99, -2.28, 0.88], [-1.30, -1.66, 2.26], [0.51, -2.61, 0.65], [-1.17, -0.07, -0.43], [-0.18, 0.51, 0.34], [0.44, 1.63, -0.30], [1.66, 2.26, 0.45], [2.89, 2.26, -0.51], [4.00, 1.46, -0.07], [3.72, -0.14, -0.36], [4.96, -0.78, -0.06], [2.62, -0.46, 0.86], [2.76, 0.40, 1.95], [2.08, -0.59, 3.53], [1.94, 1.70, 1.86], [-1.84, 0.62, -1.44], [-4.38, 1.47, -2.77], [-4.03, 0.26, -4.00], [-2.88, 1.61, -3.67], [-4.07, -1.67, -2.51], [-2.93, -2.95, -0.75], [-1.53, -3.24, 0.85], [-0.68, -0.79, 2.45], [-1.25, -2.40, 3.07], [-2.34, -1.32, 2.24], [0.65, -3.70, 0.69], [0.84, -2.24, -0.33], [1.09, -2.21, 1.47], [0.67, 1.33, -1.33], [-0.32, 2.42, -0.40], [1.40, 3.31, 0.60], [2.64, 1.98, -1.54], [3.27, 3.29, -0.56], [3.81, 0.59, 2.22], [2.44, 2.45, 2.49], [0.97, 1.52, 2.34], [-1.59, 1.65, -1.67]], "lowdin_charge": [-0.0487, -0.2837, -0.0501, -0.0334, -0.1481, -0.3381, -0.0718, -0.0471, -0.1950, -0.0402, -0.1414, -0.2158, -0.1976, -0.3201, 0.9724, -0.3555, -0.3809, -0.7054, 0.7633, -0.1652, 0.0078, 0.0835, 0.0748, 0.0745, 0.1143, 0.1175, 0.1183, 0.0327, 0.0802, 0.0839, 0.0777, 0.0786, 0.0115, 0.1287, 0.1209, 0.1374, 0.1121, 0.1295, 0.0930, 0.1285, 0.0897, 0.1073], "spin_multiplicity": 1, "homo_lumo_gap_ev": 8.9510}

=====

2.
{"formula": "C15H21CeF5IO3P2", "method": "ωB97M-V with the def2-TZVPD basis set", "elements": ["C", "C", "H", "H", "H", "O", "I", "Ce", "P", "C", "C", "H", "H", "H", "H", "H", "H", "C", "H", "H", "H", "P", "C", "C", "H", "H", "H", "C", "H", "H", "H", "H", "H", "H", "C", "O", "F", "C", "C", "F", "C", "F", "C", "O", "C", "F", "C", "F"], "coordinates": [[0.02, 0.03, -5.95], [0.02, 0.99, -4.91], [0.02, 0.51, -6.96], [-0.91, -0.58, -5.82], [0.94, -0.60, -5.82], [0.02, 1.97, -4.27], [0.03, -1.54, -3.11], [-0.10, -0.38, -0.45], [2.76, 0.31, -0.48], [3.54, 1.63, 0.51], [3.41, -1.18, 0.38], [4.50, -1.25, 0.25], [4.76, 0.01, -1.85], [2.96, -2.09, -0.04], [3.27, -0.30, -2.76], [3.23, 1.56, 1.56], [3.19, -1.14, 1.45], [3.74, 0.36, -2.02], [4.64, 1.56, 0.46], [3.78, 1.38, -2.43], [3.24, 2.61, 0.12], [-2.81, 0.61, -0.59], [-3.68, 1.91, 0.35], [-3.75, 0.54, -2.16], [-2.67, -1.77, 0.07], [-4.35, -1.18, 0.05], [-3.27, -0.76, 1.42], [-3.32, -0.91, 0.33], [-3.24, -0.15, -2.85], [-4.78, 0.17, -2.01], [-4.78, 1.80, 0.28], [-3.42, 2.90, -0.06], [-3.80, 1.53, -2.64], [-3.39, 1.88, 1.41], [-0.01, 2.02, -0.40], [0.00, 3.17, -0.25], [-0.03, -1.23, 6.83], [0.03, -1.26, 5.49], [-0.68, -0.29, 4.77], [-1.41, 0.61, 5.45], [-0.64, -0.32, 3.39], [-1.24, 0.68, 2.67], [-0.01, -1.36, 2.69], [-0.09, -1.45, 1.36], [0.72, -2.30, 3.43], [1.42, -3.28, 2.81], [0.74, -2.25, 4.81], [1.42, -3.17, 5.54]], "lowdin_charge": [-0.0586, -0.1280, 0.1557, 0.1216, 0.1200, 0.2941, 0.5885, 0.2796, 0.7464, -0.2491, -0.2291, 0.0691, 0.0655, 0.0578, 0.0221, 0.0626, 0.0589, -0.2487, 0.0713, 0.0591, 0.0513, 0.7652, -0.2358, -0.2412, 0.0440, 0.0720, 0.0678, -0.2263, 0.0245, 0.0665, 0.0732, 0.0570, 0.0612, 0.0557, -0.1333, 0.1680, 0.1416, -0.1075, -0.1223, 0.1346, -0.1103, 0.0608, -0.2332, -0.3149, -0.1199, 0.1117, -0.1031, 0.1339], "spin_multiplicity": 2, "total_charge": 2, "homo_lumo_gap_ev": [5.8543, 5.8657], "relative_energy_ev": 0.0000}

=====

3.
{"formula": "C15H21IN3NaO5S3", "method": "ωB97M-V with the def2-TZVPD basis set", "elements": ["Na", "C", "C", "N", "C", "C", "S", "C", "C", "N", "H", "H", "H", "H", "H", "H", "H", "H", "H", "H", "H", "H", "H", "H", "O", "C", "C", "O", "C", "C", "O", "C", "O", "O", "I", "C", "H", "H", "S", "C", "N", "C", "C", "S", "H", "H", "H", "H", "H"], "coordinates": [[0.41, 0.86, -0.40], [-2.75, 1.35, 0.50], [-1.91, 2.53, 1.00], [-0.58, 2.16, 1.47], [-0.47, 1.62, 2.81], [-1.01, 0.19, 2.98], [-0.42, -1.05, 1.78], [-1.97, -1.60, 1.00], [-2.38, -0.93, -0.32], [-2.02, 0.48, -0.40], [-3.10, 0.75, 1.34], [-3.66, 1.77, 0.04], [-1.76, 3.22, 0.17], [-2.49, 3.05, 1.79], [0.03, 2.96, 1.36], [0.59, 1.62, 3.07], [-0.98, 2.25, 3.56], [-0.71, -0.15, 3.98], [-2.10, 0.18, 2.97], [-1.82, -2.66, 0.83], [-2.75, -1.50, 1.76], [-1.86, -1.44, -1.13], [-3.46, -1.11, -0.45], [-2.03, 0.83, -1.35], [1.30, 4.21, -5.72], [1.12, 3.57, -4.69], [0.18, 3.93, -3.58], [-0.55, 4.92, -3.54], [0.31, 2.88, -2.57], [1.27, 1.89, -3.00], [1.58, 0.86, -2.33], [1.80, 2.28, -4.31], [2.64, 1.70, -4.98], [-0.32, 2.80, -1.47], [3.27, -3.65, 5.13], [2.31, -3.08, 3.31], [1.26, -3.33, 3.39], [2.46, -2.01, 3.18], [0.05, -4.90, 0.96], [1.00, -3.84, 0.00], [2.19, -3.40, 0.20], [2.58, -2.37, -0.75], [1.79, -2.50, -2.06], [0.22, -3.18, -1.50], [2.76, -3.62, 2.47], [3.66, -2.42, -0.93], [2.39, -1.38, -0.31], [2.27, -3.20, -2.74], [1.68, -1.53, -2.54]], "lowdin_charge": [0.3422, -0.2030, -0.2005, -0.0954, -0.2829, -0.4507, 0.8989, -0.4492, -0.2785, -0.0912, 0.0885, 0.1191, 0.0989, 0.1123, 0.1177, 0.1120, 0.1084, 0.0659, 0.0554, 0.0193, 0.0661, 0.0600, 0.1130, 0.1229, 0.0490, -0.3064, -0.3324, 0.0191, -0.3261, -0.3156, -0.0685, -0.3238, 0.0367, -0.0639, 0.5512, -0.6239, -0.0419, -0.0197, 0.3276, -1.2358, -0.0868, -0.3102, -0.4615, 0.8105, -0.0280, 0.0990, 0.0907, 0.0622, 0.0489], "spin_multiplicity": 1, "total_charge": -2, "homo_lumo_gap_ev": 4.7478, "relative_energy_ev": 0.0000}

=====

4.
{"formula": "C15H21N2", "method": "ωB97M-V with the def2-TZVPD basis set", "elements": ["C", "C", "C", "C", "C", "C", "C", "C", "C", "C", "C", "H", "H", "H", "H", "H", "H", "H", "H", "H", "H", "H", "H", "H", "H", "H", "C", "N", "C", "N", "C", "C", "H", "H", "H", "H", "H", "H"], "coordinates": [[-0.25, -2.24, 2.29], [-1.19, -1.47, 1.44], [-1.02, -0.20, 0.90], [-2.15, 0.42, 0.24], [-3.49, -0.22, 0.22], [-2.01, 1.66, -0.35], [-0.80, 2.34, -0.35], [-0.67, 3.66, -1.03], [0.29, 1.77, 0.30], [0.22, 0.54, 0.93], [1.46, 0.04, 1.58], [-0.73, -3.14, 2.69], [0.63, -2.57, 1.74], [0.07, -1.66, 3.15], [-2.12, -1.96, 1.21], [-4.22, 0.41, -0.28], [-3.48, -1.18, -0.30], [-3.87, -0.39, 1.24], [-2.86, 2.11, -0.84], [0.34, 4.05, -0.94], [-0.90, 3.58, -2.09], [-1.35, 4.39, -0.59], [1.22, 2.30, 0.31], [2.28, 0.74, 1.44], [1.33, -0.08, 2.66], [1.77, -0.91, 1.15], [0.18, 1.30, 8.90], [0.40, 0.46, 7.72], [-0.30, 0.49, 6.53], [0.14, -0.40, 5.68], [1.15, -1.04, 6.30], [1.33, -0.54, 7.57], [0.88, 1.04, 9.69], [0.32, 2.35, 8.64], [-0.83, 1.16, 9.27], [-1.12, 1.17, 6.32], [1.72, -1.85, 5.85], [2.06, -0.85, 8.30]], "lowdin_charge": [-0.0397, 0.0843, -0.1064, -0.1623, -0.0303, 0.0204, -0.1970, -0.0095, 0.0221, -0.1348, -0.0192, 0.0973, 0.1035, 0.0734, 0.1178, 0.0917, 0.0999, 0.1040, 0.1311, 0.0896, 0.1056, 0.1054, 0.1258, 0.0943, 0.0896, 0.0959, -0.0111, -0.1259, -0.1749, 0.0206, -0.1879, -0.0776, 0.0918, 0.0901, 0.0910, 0.1208, 0.0934, 0.1174], "spin_multiplicity": 1, "total_charge": 1, "homo_lumo_gap_ev": 5.5507, "relative_energy_ev": 0.0000}